{"formula": "C47H38Cl2KN5P2", "method": "wB97M-V/def2-TZVPD", "species": ["K", "C", "P", "C", "C", "C", "C", "C", "C", "C", "C", "C", "C", "C", "C", "C", "C", "C", "C", "C", "P", "C", "C", "C", "C", "C", "C", "C", "C", "C", "C", "C", "C", "N", "H", "H", "H", "H", "H", "H", "H", "H", "H", "H", "H", "H", "H", "H", "H", "H", "H", "H", "H", "H", "H", "H", "H", "H", "H", "H", "C", "C", "N", "C", "C", "C", "C", "C", "C", "C", "C", "N", "C", "N", "H", "H", "H", "H", "H", "H", "H", "H", "H", "Cl", "C", "C", "C", "C", "C", "Cl", "C", "N", "H", "H", "H"], "coordinates": [[14.342, 15.296, 14.833], [17.348, 14.915, 17.547], [17.791, 14.483, 15.770], [17.399, 15.986, 14.876], [17.528, 15.883, 13.488], [17.290, 16.944, 12.631], [16.872, 18.155, 13.176], [16.792, 18.333, 14.559], [17.044, 17.247, 15.400], [19.568, 14.545, 15.829], [20.317, 15.713, 16.032], [21.735, 15.655, 16.130], [22.389, 14.431, 16.063], [21.650, 13.252, 15.839], [20.256, 13.335, 15.734], [16.405, 13.814, 17.875], [16.629, 12.778, 18.795], [15.490, 11.988, 18.759], [14.597, 12.629, 17.879], [13.205, 12.256, 17.541], [13.201, 12.027, 15.688], [11.436, 12.214, 15.382], [11.067, 12.946, 14.227], [9.749, 13.324, 13.984], [8.801, 13.009, 14.944], [9.118, 12.257, 16.067], [10.443, 11.877, 16.319], [13.460, 10.282, 15.408], [14.608, 9.967, 14.661], [14.887, 8.675, 14.319], [14.005, 7.661, 14.717], [12.880, 7.932, 15.468], [12.582, 9.264, 15.796], [15.143, 13.732, 17.312], [16.736, 15.866, 17.630], [18.261, 14.925, 18.162], [17.893, 14.941, 13.071], [17.390, 16.815, 11.542], [16.656, 18.989, 12.488], [16.394, 19.278, 14.986], [16.914, 17.347, 16.476], [19.833, 16.692, 16.136], [22.261, 16.618, 16.187], [23.464, 14.361, 16.268], [22.126, 12.249, 15.748], [19.692, 12.427, 15.597], [17.501, 12.630, 19.432], [15.325, 11.076, 19.324], [12.576, 13.142, 17.775], [12.836, 11.391, 18.139], [11.799, 13.241, 13.473], [9.500, 13.904, 13.093], [7.782, 13.365, 14.849], [8.289, 11.919, 16.707], [10.696, 11.317, 17.207], [15.239, 10.793, 14.316], [15.799, 8.418, 13.758], [14.244, 6.637, 14.420], [12.170, 7.117, 15.686], [11.664, 9.539, 16.344], [13.628, 12.112, 11.693], [14.343, 13.026, 12.512], [14.411, 14.334, 12.232], [13.929, 14.777, 11.063], [13.262, 13.973, 10.142], [13.066, 12.605, 10.499], [12.675, 14.438, 8.906], [13.214, 15.314, 7.984], [14.585, 15.730, 7.868], [15.749, 15.058, 8.296], [16.948, 15.735, 8.162], [17.047, 16.957, 7.646], [15.917, 17.468, 7.207], [14.724, 16.914, 7.172], [13.554, 11.031, 11.899], [14.839, 12.675, 13.429], [14.051, 15.853, 10.864], [12.552, 11.925, 9.804], [11.722, 14.007, 8.654], [12.539, 15.775, 7.239], [15.752, 14.045, 8.757], [17.876, 15.341, 8.556], [15.965, 18.483, 6.825], [11.259, 15.901, 17.181], [10.703, 17.386, 16.541], [9.502, 17.952, 16.923], [9.164, 19.205, 16.366], [9.983, 19.892, 15.446], [11.219, 19.373, 15.122], [12.274, 20.254, 14.104], [11.652, 17.998, 15.617], [12.697, 17.388, 15.302], [8.856, 17.444, 17.672], [8.236, 19.698, 16.602], [9.701, 20.845, 14.985]], "forces_ev_per_a": [[-0.2, 0.1, 0.4], [-1.0, 0.4, -0.8], [-1.3, -0.3, 0.7], [0.3, 1.5, -0.7], [0.4, -0.4, -0.3], [-0.2, 0.1, -0.1], [0.2, 0.7, -0.4], [-0.7, 0.0, 0.0], [-0.1, -0.4, -0.1], [1.6, 0.7, 0.2], [1.2, -0.2, 0.0], [-1.4, 0.4, -0.3], [0.1, -0.7, 0.2], [0.0, 0.1, 0.2], [0.7, -0.1, 0.0], [-0.7, -0.6, 1.4], [0.8, 0.8, -0.5], [-1.4, -0.3, -0.1], [0.9, -0.7, 0.7], [-0.3, 0.0, 0.1], [-0.2, 1.3, 0.7], [-1.1, 0.7, -0.5], [-0.2, -0.3, 0.0], [0.4, 0.1, 0.4], [-0.5, 0.0, 0.0], [0.1, -0.4, 0.2], [-0.5, 0.3, -1.1], [0.1, -1.1, -0.2], [-0.2, 0.9, 0.2], [0.2, -1.2, -0.1], [0.9, -0.4, -0.3], [-0.9, 0.3, -0.1], [0.1, -0.1, 0.1], [1.5, 0.2, 0.6], [1.2, -0.8, -0.1], [-0.5, 0.1, -0.1], [-0.3, 0.1, 0.1], [-0.1, 0.1, 0.6], [0.0, -0.4, 0.5], [0.5, -0.7, -0.4], [0.1, 0.2, -0.3], [0.1, -0.4, -0.2], [0.0, -0.6, 0.3], [-0.4, 0.1, -0.4], [-0.2, 1.0, 0.2], [-0.2, -0.1, -0.1], [-0.1, 0.1, -0.3], [-0.2, 0.1, -0.1], [0.0, -0.6, -0.3], [0.3, 0.5, -0.5], [0.1, -0.2, 0.4], [0.0, -0.2, 0.3], [-0.1, -0.1, -0.2], [0.5, 0.4, 0.0], [0.0, 0.0, 0.1], [-0.1, -0.4, 0.3], [-0.6, 0.2, 0.2], [-0.2, 0.2, 0.1], [0.4, 0.5, 0.1], [0.6, -0.4, -0.4], [0.1, 0.6, -0.9], [-0.5, -0.9, -0.3], [0.3, -0.2, -0.6], [0.4, 0.4, 0.8], [-0.8, -1.1, -0.7], [0.7, -0.1, 1.1], [0.4, 0.0, -0.1], [0.7, 0.3, 0.0], [-1.9, 0.1, -0.8], [1.1, -0.6, 0.8], [-0.7, -0.8, 0.5], [1.1, 0.7, 0.3], [-1.0, 0.1, -0.7], [0.5, 0.4, 0.5], [0.1, 0.7, 0.2], [-0.3, 0.3, -0.5], [-0.1, -0.5, 0.1], [0.2, 0.4, 0.4], [-0.4, -0.2, 0.0], [0.4, -0.2, 0.4], [-0.3, 0.9, -0.3], [0.1, -0.4, -0.1], [0.1, 0.1, -0.3], [-0.4, -0.6, 0.5], [-0.7, 0.8, 0.3], [0.1, 0.0, 0.1], [-0.2, 0.1, -0.3], [0.8, -0.2, 0.0], [-0.8, -1.4, 0.8], [0.3, 0.1, -0.2], [-0.8, 1.4, -0.2], [1.8, -0.3, -1.1], [0.5, 0.5, -0.7], [-0.3, -0.2, 0.3], [-0.1, -0.3, 0.4]], "total_charge": -2, "gap_ev": [5.6, 3.9]}

---

{"formula": "C47H38Cl2NO5OsP2S", "method": "wB97M-V/def2-TZVPD", "species": ["Os", "C", "P", "C", "C", "C", "C", "C", "C", "C", "C", "C", "C", "C", "C", "C", "C", "C", "C", "C", "P", "C", "C", "C", "C", "C", "C", "C", "C", "C", "C", "C", "C", "N", "H", "H", "H", "H", "H", "H", "H", "H", "H", "H", "H", "H", "H", "H", "H", "H", "H", "H", "H", "H", "H", "H", "H", "H", "H", "H", "Cl", "C", "C", "C", "C", "C", "C", "C", "O", "O", "H", "H", "H", "H", "S", "C", "C", "C", "C", "C", "Cl", "C", "C", "C", "O", "C", "C", "O", "O", "H", "H", "H", "H", "H", "H", "H", "H"], "coordinates": [[-1.677, -0.589, 0.317], [-2.386, 2.106, 2.090], [-2.278, 1.746, 0.280], [-3.819, 2.519, -0.331], [-4.982, 1.789, -0.542], [-6.154, 2.431, -0.925], [-6.172, 3.805, -1.090], [-5.015, 4.543, -0.871], [-3.845, 3.906, -0.496], [-1.042, 2.716, -0.618], [-0.930, 2.399, -1.971], [0.016, 3.035, -2.759], [0.848, 3.995, -2.196], [0.732, 4.314, -0.851], [-0.207, 3.669, -0.058], [-2.121, 0.867, 2.901], [-1.886, 0.698, 4.248], [-1.556, -0.663, 4.456], [-1.592, -1.284, 3.229], [-1.162, -2.653, 2.799], [-0.619, -2.607, 1.035], [1.130, -2.726, 0.625], [2.136, -2.983, 1.501], [3.460, -3.149, 1.058], [3.766, -3.072, -0.325], [2.806, -2.798, -1.235], [1.393, -2.522, -0.846], [-1.166, -4.238, 0.395], [-2.505, -4.477, 0.097], [-2.921, -5.722, -0.349], [-2.004, -6.751, -0.498], [-0.670, -6.532, -0.186], [-0.253, -5.286, 0.258], [-1.982, -0.356, 2.287], [-3.400, 2.477, 2.254], [-1.697, 2.907, 2.364], [-4.980, 0.724, -0.400], [-7.052, 1.850, -1.091], [-7.085, 4.304, -1.389], [-5.024, 5.617, -1.001], [-2.943, 4.488, -0.347], [-1.569, 1.640, -2.409], [0.109, 2.771, -3.806], [1.598, 4.483, -2.805], [1.395, 5.044, -0.405], [-0.263, 3.902, 0.996], [-1.937, 1.475, 4.995], [-1.282, -1.132, 5.387], [-2.007, -3.348, 2.770], [-0.403, -3.058, 3.467], [1.919, -3.057, 2.558], [4.246, -3.336, 1.776], [4.788, -3.225, -0.650], [3.037, -2.727, -2.290], [0.716, -3.146, -1.447], [-3.234, -3.694, 0.223], [-3.965, -5.883, -0.583], [-2.326, -7.720, -0.855], [0.051, -7.332, -0.285], [0.793, -5.132, 0.493], [1.069, 0.825, -7.632], [0.777, 0.314, -5.995], [1.855, 0.054, -5.153], [1.629, -0.348, -3.856], [0.312, -0.502, -3.359], [-0.767, -0.230, -4.243], [-0.530, 0.169, -5.540], [0.071, -0.887, -2.037], [1.098, -1.126, -1.180], [-1.177, -0.991, -1.564], [2.864, 0.178, -5.523], [2.462, -0.536, -3.198], [-1.781, -0.349, -3.884], [-1.354, 0.365, -6.213], [-4.279, -1.705, -1.270], [-3.490, -1.387, 0.057], [4.301, 2.607, 3.799], [4.471, 2.009, 2.430], [5.709, 1.528, 2.015], [5.866, 0.996, 0.750], [7.431, 0.397, 0.260], [4.809, 0.934, -0.140], [3.564, 1.391, 0.265], [3.404, 1.918, 1.538], [2.166, 2.411, 1.892], [1.423, 1.559, 2.751], [0.742, 0.368, 2.066], [0.752, -0.701, 2.655], [0.072, 0.634, 0.997], [5.190, 3.169, 4.084], [4.147, 1.831, 4.552], [3.442, 3.275, 3.827], [6.559, 1.580, 2.683], [4.959, 0.536, -1.130], [2.707, 1.348, -0.395], [0.650, 2.188, 3.198], [2.051, 1.159, 3.549]], "forces_ev_per_a": [[0.7, 0.5, -0.3], [0.0, -0.2, 0.1], [-0.6, 0.5, 0.3], [0.0, -0.1, 0.0], [0.0, 0.1, 0.1], [0.0, 0.0, 0.0], [0.0, 0.0, 0.0], [0.0, 0.0, 0.0], [0.1, 0.0, -0.1], [0.1, -0.3, 0.0], [0.1, 0.0, 0.0], [0.0, 0.0, 0.0], [0.0, 0.0, 0.0], [0.0, 0.0, 0.0], [0.0, 0.0, 0.1], [0.1, 0.0, 0.3], [-0.1, 0.3, -0.3], [-0.1, -0.6, -0.2], [-0.3, 0.2, 0.6], [-0.1, 0.1, -0.1], [-0.2, -0.6, 0.6], [-0.1, 0.2, -0.1], [0.0, 0.0, 0.1], [0.0, 0.0, -0.1], [0.0, 0.0, 0.1], [0.0, 0.0, 0.0], [0.0, 0.0, 0.1], [0.0, 0.0, -0.1], [0.0, 0.0, 0.1], [0.0, 0.0, 0.0], [0.0, 0.0, 0.0], [0.0, 0.0, 0.0], [0.0, 0.0, -0.1], [-0.1, -0.3, -0.4], [0.0, 0.1, 0.0], [0.0, 0.0, 0.0], [0.0, -0.2, 0.0], [0.0, 0.0, 0.0], [0.0, 0.0, 0.0], [0.0, 0.0, 0.0], [0.0, 0.0, 0.0], [0.0, 0.0, 0.0], [0.0, 0.0, 0.0], [0.0, 0.0, 0.0], [0.0, 0.0, 0.0], [0.0, 0.0, 0.0], [0.0, 0.0, 0.0], [0.0, 0.0, 0.0], [0.0, -0.1, 0.1], [0.0, 0.0, 0.0], [0.0, 0.0, 0.0], [0.0, 0.0, 0.0], [0.0, 0.0, 0.0], [0.0, 0.0, 0.0], [0.0, 0.0, 0.0], [0.0, 0.0, 0.0], [0.0, 0.0, 0.0], [0.0, 0.0, 0.0], [0.0, 0.0, 0.0], [0.0, 0.0, 0.0], [0.0, 0.0, 0.0], [0.0, 0.0, 0.0], [0.0, 0.0, 0.0], [0.0, 0.0, -0.1], [-0.1, 0.1, 0.0], [0.0, 0.0, 0.0], [-0.1, 0.0, 0.0], [0.2, 0.0, 0.0], [0.0, 0.0, -0.1], [0.1, 0.0, 0.4], [0.0, 0.0, 0.0], [0.1, 0.0, 0.1], [0.0, 0.0, 0.0], [0.0, 0.0, 0.0], [-0.1, -0.1, 0.0], [0.0, 0.1, -0.2], [0.0, 0.0, 0.0], [0.0, 0.0, 0.0], [0.0, 0.0, 0.1], [0.1, 0.0, 0.0], [-0.1, 0.0, 0.0], [-0.1, 0.0, 0.0], [0.1, 0.0, 0.0], [-0.1, 0.0, -0.1], [-0.1, 0.1, -0.1], [0.2, 0.0, -0.1], [-0.5, 0.4, 0.2], [0.7, -0.2, -0.3], [0.2, -0.1, -0.7], [0.0, 0.0, 0.0], [0.0, 0.0, 0.0], [0.0, 0.0, 0.0], [0.0, 0.0, 0.0], [0.0, -0.1, -0.1], [-0.1, 0.0, 0.0], [-0.1, -0.1, 0.0], [0.0, 0.0, 0.0]], "spin_multiplicity": 6, "gap_ev": [6.5, 5.5]}

---

Energy above the lowest of the compared OMol25 structures with the same formula, charge and spin, record by record: 0.0000, 2.7915 eV
Electronic energy, record by record: -4290.5531, -4336.6179 Eh